49
Properties=species:S:1:pos:R:3:forces:R:3:lowdin_charge:R:1 method="wB97M-V/def2-TZVPD" lumo_energy_ev=2.280 e_homo_ev=-6.83 multiplicity=1 total_energy_ha=-1451.73889 gap_ev=9.112 total_charge=-1
F -1.4533 -7.7496 -15.7081 -0.19 -0.37 0.05 -0.51
C -2.8637 -10.8297 -17.8507 -1.43 1.05 0.29 -0.71
O -3.2550 -11.6380 -18.6668 0.28 -0.58 -0.31 0.02
N -2.7002 -9.5032 -18.0827 0.50 1.34 -1.82 0.14
N -2.7244 -10.9829 -16.5239 0.65 -1.34 0.96 0.16
H -2.8735 -9.1324 -19.0028 0.09 -0.18 0.09 0.10
H -2.5332 -8.8387 -17.3423 0.11 0.00 -0.03 0.04
H -2.2552 -10.2159 -16.0774 -0.13 -0.41 0.74 0.06
H -3.0411 -11.8044 -16.0373 0.26 0.14 -0.03 0.11
C -2.5376 -4.4993 -18.4886 0.48 0.06 -0.20 -0.70
O -2.4699 -4.0623 -19.6383 -0.25 -0.24 0.48 -0.01
N -2.1901 -5.7601 -18.1383 0.47 -1.83 -0.14 0.16
N -2.9180 -3.7726 -17.4165 -0.71 1.35 0.22 0.16
H -2.2933 -6.1898 -17.2311 -0.05 0.55 0.28 0.06
H -1.7465 -6.3969 -18.7801 0.00 0.50 -0.39 0.08
H -2.8344 -4.0205 -16.4408 -0.03 -0.42 0.03 0.05
H -3.3330 -2.8727 -17.5919 0.19 -0.10 -0.15 0.10
C 1.4005 -7.3330 -18.2971 3.96 -0.18 -2.00 -0.72
O 2.3716 -6.7109 -18.7482 -1.13 0.57 0.37 0.00
N 0.6264 -8.0993 -19.0733 -2.17 -1.37 -0.33 0.15
N 1.2791 -7.6305 -16.9930 -0.46 1.13 1.90 0.15
H 0.3427 -8.8987 -18.5249 -0.58 -0.18 -0.56 0.09
H 0.8151 -8.3011 -20.0400 0.40 0.47 0.13 0.11
H 1.7329 -6.8864 -16.4777 0.09 -0.24 0.35 0.11
H 0.3257 -7.7457 -16.6653 -0.40 -0.12 0.28 0.05
C 1.0571 -7.8612 -12.8819 -0.19 -1.40 -0.68 -0.68
O 1.0830 -6.6570 -13.0570 -0.11 0.40 -0.01 0.02
N 0.3701 -8.7887 -13.5998 -0.38 1.09 -0.47 0.17
N 1.7829 -8.4514 -11.9233 1.69 -0.05 2.37 0.14
H 0.4276 -9.7614 -13.3602 -0.18 0.12 -0.19 0.10
H -0.2349 -8.4289 -14.3319 -0.23 -0.30 -0.42 0.05
H 2.2653 -7.8579 -11.2680 -0.03 0.09 -0.27 0.10
H 1.9801 -9.4297 -11.8050 -0.39 0.04 -0.39 0.10
C -1.8317 -4.2720 -13.9811 -0.32 -1.27 -2.91 -0.68
O -2.9697 -4.1369 -14.4882 1.11 0.05 0.95 -0.04
N -1.0163 -5.3105 -14.2142 -0.41 -1.28 -0.31 0.17
N -1.1461 -3.2918 -13.3672 -0.91 1.19 0.70 0.14
H -0.1558 -5.4940 -13.7174 -0.03 0.22 -0.01 0.04
H -1.2880 -6.0956 -14.7934 -0.46 -0.18 -0.07 0.05
H -0.4539 -3.6944 -12.7555 0.00 0.95 0.51 0.10
H -1.8301 -2.5881 -13.1213 0.75 0.32 0.86 0.11
C -4.1546 -9.7257 -14.1572 -2.18 1.58 0.36 -0.72
O -4.9879 -10.4828 -13.6687 0.70 -0.02 -0.37 0.01
N -2.9041 -9.4955 -13.8362 3.78 -1.30 1.76 0.13
N -4.4175 -8.7072 -15.0281 -2.79 0.37 -1.65 0.14
H -2.4155 -9.8132 -13.0153 -0.39 -0.36 -0.18 0.11
H -2.4591 -8.7874 -14.3891 0.78 0.42 0.18 0.03
H -5.3781 -8.4934 -15.2446 0.17 -0.31 -0.21 0.11
H -3.7162 -8.1424 -15.4801 0.07 -0.01 0.26 0.07